Record 1
Molecular formula: C20H39CdN4SSbSeSi
Method: DFT, wB97M-V/def2-TZVPD

Geometry as XYZ:
```
68
Properties=species:S:1:pos:R:3
Sb 1.98 0.79 1.39
Cd -0.47 -0.46 -0.83
Se -1.96 0.50 -2.63
S 1.25 -2.32 -1.11
Si -3.43 -1.25 -2.54
N -1.64 0.87 0.88
N 1.44 -4.28 0.59
N -0.79 -1.66 1.05
N -0.15 -2.83 1.22
C 4.25 0.23 3.39
C -1.71 -1.32 1.88
C 2.99 3.55 0.19
C 0.78 -3.13 0.33
C 2.15 1.91 -1.50
C -3.29 2.55 1.28
C -4.36 -1.29 -0.89
C 4.05 1.03 2.10
C 0.97 1.94 3.00
C 0.41 0.96 4.03
C -2.13 2.08 0.66
C -3.95 1.69 2.14
C 1.97 2.45 -0.08
C -2.49 -2.89 -2.70
C 1.81 3.01 3.67
C -4.63 -1.04 -3.98
C -3.45 0.42 2.35
C -2.29 0.03 1.70
C -2.19 -2.20 2.99
C 5.02 0.56 1.02
H 4.89 1.11 0.09
H -4.86 2.01 2.63
H -3.18 -3.73 -2.81
H 2.85 4.37 -0.52
H -2.29 -1.66 3.92
H 0.14 2.41 2.47
H -3.65 3.55 1.08
H 1.28 -4.77 1.46
H 6.06 0.70 1.35
H -0.25 0.22 3.56
H 5.26 0.37 3.77
H 1.36 1.21 -1.79
H 2.67 2.58 4.19
H 2.90 3.96 1.19
H 1.21 3.55 4.40
H -0.17 1.49 4.79
H -1.84 -2.86 -3.58
H 2.13 2.73 -2.23
H -1.86 -3.08 -1.83
H 3.11 1.39 -1.61
H 1.21 0.42 4.53
H 3.55 0.55 4.17
H -5.16 -0.09 -3.90
H 4.20 2.09 2.30
H 4.01 3.18 0.06
H 2.19 3.74 2.95
H -1.59 2.71 -0.03
H -4.75 -0.30 -0.63
H 4.09 -0.83 3.21
H 4.88 -0.50 0.81
H -4.08 -1.05 -4.92
H 2.19 -4.55 -0.01
H -3.97 -0.27 3.01
H -3.71 -1.63 -0.09
H 0.97 2.87 0.02
H -3.16 -2.63 2.73
H -5.21 -1.98 -0.95
H -1.48 -3.01 3.11
H -5.36 -1.85 -4.00
```

Max |F|   0.8 eV Å⁻¹
LUMO level   -0.3213 eV
Orbital gap   7.40 eV
2S+1   1
DFT total energy   -122496.8233 eV
Net charge   0

Partial charges, natural (NBO), in e: atom 1 (Sb): 0.97, atom 2 (Cd): 1.43, atom 3 (Se): -0.90, atom 4 (S): -0.45, atom 5 (Si): 1.45, atom 6 (N): -0.52, atom 7 (N): -0.79, atom 8 (N): -0.35, atom 9 (N): -0.47, atom 10 (C): -0.63, atom 11 (C): 0.21, atom 12 (C): -0.62, atom 13 (C): 0.30, atom 14 (C): -0.62, atom 15 (C): -0.25, atom 16 (C): -1.13, atom 17 (C): -0.50, atom 18 (C): -0.50, atom 19 (C): -0.63, atom 20 (C): 0.07, atom 21 (C): -0.15, atom 22 (C): -0.50, atom 23 (C): -1.13, atom 24 (C): -0.62, atom 25 (C): -1.12, atom 26 (C): -0.24, atom 27 (C): 0.17, atom 28 (C): -0.69, atom 29 (C): -0.63, atom 30 (H): 0.21, atom 31 (H): 0.22, atom 32 (H): 0.23, atom 33 (H): 0.21, atom 34 (H): 0.22, atom 35 (H): 0.21, atom 36 (H): 0.23, atom 37 (H): 0.40, atom 38 (H): 0.21, atom 39 (H): 0.21, atom 40 (H): 0.21, atom 41 (H): 0.19, atom 42 (H): 0.20, atom 43 (H): 0.20, atom 44 (H): 0.20, atom 45 (H): 0.20, atom 46 (H): 0.25, atom 47 (H): 0.21, atom 48 (H): 0.23, atom 49 (H): 0.21, atom 50 (H): 0.20, atom 51 (H): 0.20, atom 52 (H): 0.24, atom 53 (H): 0.21, atom 54 (H): 0.20, atom 55 (H): 0.20, atom 56 (H): 0.21, atom 57 (H): 0.24, atom 58 (H): 0.21, atom 59 (H): 0.21, atom 60 (H): 0.24, atom 61 (H): 0.41, atom 62 (H): 0.23, atom 63 (H): 0.22, atom 64 (H): 0.20, atom 65 (H): 0.23, atom 66 (H): 0.23, atom 67 (H): 0.26, atom 68 (H): 0.23

***

Record 2
Molecular formula: C3H7N3O
Method: DFT, wB97M-V/def2-TZVPD

Geometry as XYZ:
```
14
Properties=species:S:1:pos:R:3
O 0.38 -0.44 -1.37
N 1.17 0.18 0.68
N -1.10 -0.11 0.36
N -3.33 0.26 -0.11
C 2.54 0.18 0.20
C 0.18 -0.16 -0.20
C -2.22 -0.24 -0.46
H 2.94 -0.83 0.06
H -1.99 -0.78 -1.38
H -4.03 0.06 -0.82
H -1.26 0.44 1.20
H 3.17 0.72 0.91
H 2.56 0.69 -0.76
H 1.01 0.03 1.67
```

Max |F|   0.4 eV Å⁻¹
LUMO level   0.8045 eV
SMILES   [H]/N=C/NC(=O)NC
Orbital gap   10.51 eV
2S+1   1
DFT total energy   -9742.9002 eV
Net charge   0

Partial charges, natural (NBO), in e: atom 1 (O): -0.64, atom 2 (N): -0.63, atom 3 (N): -0.65, atom 4 (N): -0.68, atom 5 (C): -0.41, atom 6 (C): 0.78, atom 7 (C): 0.28, atom 8 (H): 0.19, atom 9 (H): 0.19, atom 10 (H): 0.35, atom 11 (H): 0.40, atom 12 (H): 0.20, atom 13 (H): 0.23, atom 14 (H): 0.39

***

Record 3
Molecular formula: C26H62AgCdO14S10
Method: DFT, wB97M-V/def2-TZVPD

Geometry as XYZ:
```
114
Properties=species:S:1:pos:R:3
Cd 3.24 -0.94 34.61
Ag -7.12 7.61 36.72
S 8.26 -0.83 31.30
S -4.27 2.23 26.01
S -7.15 2.35 44.63
S 6.01 3.89 37.21
S 0.62 7.93 41.29
S -0.89 10.68 29.35
S -5.37 -5.93 39.30
S -6.29 -2.24 31.65
S 1.16 -0.69 43.00
S 0.02 -4.24 30.78
O -0.16 8.72 42.35
O 0.99 -3.74 31.82
O 0.26 2.15 34.32
O -3.74 3.65 37.62
O -7.70 -1.68 31.41
O 4.94 2.87 37.03
O -4.24 1.19 24.86
O -6.36 -5.56 40.37
O -3.29 4.84 34.77
O -1.79 11.81 29.85
O 2.19 0.04 43.88
O -8.64 2.11 44.96
O 7.01 -0.88 32.16
O -0.42 0.52 36.31
C -0.51 7.98 39.80
C -1.62 3.46 34.43
C -6.81 1.30 43.16
C -5.93 -1.74 33.41
C 2.01 -2.11 42.16
C -2.12 2.23 37.11
C -6.55 -4.11 31.87
C -0.81 2.45 34.89
C -4.92 3.75 25.23
C -2.49 2.73 26.17
C 0.16 6.15 41.61
C 0.07 -6.05 30.97
C -3.65 -5.27 39.79
C 8.72 -2.64 31.16
C -1.06 1.57 36.21
C -2.84 3.29 36.74
C -1.96 9.23 28.99
C 6.08 4.41 39.00
C 9.58 -0.32 32.35
C 0.80 -4.13 29.09
C 0.08 -1.81 43.96
C 5.10 5.40 36.69
C -0.05 9.88 30.80
C -4.95 -7.67 39.77
C -2.59 3.86 35.30
C -7.04 4.00 43.76
H 5.80 6.22 36.79
H -0.59 8.99 39.39
H 0.13 -3.42 28.60
H -0.51 -6.60 30.23
H -2.83 9.50 28.39
H -4.62 -7.65 40.81
H 0.13 -1.37 44.96
H -2.41 8.65 29.80
H -4.38 4.01 24.32
H -0.38 -6.23 31.94
H -7.53 1.53 42.37
H -6.88 -1.69 33.94
H -4.75 4.56 25.94
H -7.62 4.02 42.84
H -1.36 8.52 28.43
H 0.48 5.70 42.55
H 5.10 4.55 39.46
H 1.36 -2.69 41.50
H -3.70 -4.19 39.91
H -2.27 3.26 27.10
H -5.86 -8.27 39.71
H 0.48 -2.81 44.11
H -7.35 4.90 44.30
H -0.92 5.97 41.65
H 2.85 -1.75 41.56
H -3.33 -5.67 40.75
H -7.40 -4.07 32.55
H -2.81 -5.31 39.10
H 8.22 -3.31 30.46
H 1.09 -6.41 30.82
H -5.85 1.38 42.66
H 0.84 -4.99 28.42
H -0.89 9.63 31.45
H 4.70 5.30 35.69
H -0.93 -1.77 43.57
H -1.50 3.75 33.40
H 1.85 -3.83 29.16
H -7.12 0.26 43.25
H -1.47 7.63 40.16
H 0.47 8.97 30.50
H -6.05 4.24 43.39
H -2.20 1.66 38.02
H -5.76 -4.62 32.43
H 0.36 5.50 40.76
H -6.84 -4.72 31.02
H 9.37 0.69 32.70
H 10.43 -0.25 31.68
H 6.70 3.85 39.70
H -6.00 3.70 25.09
H -2.22 3.36 25.32
H 6.59 5.36 39.13
H 2.42 -2.85 42.84
H -5.48 -0.75 33.45
H -0.21 7.21 39.09
H -5.19 -2.40 33.86
H 9.71 -0.96 33.23
H 0.58 10.62 31.29
H 4.23 5.66 37.28
H -4.22 -8.08 39.08
H 9.62 -2.79 30.57
H -2.00 1.76 26.12
H 8.75 -3.03 32.17
```

Max |F|   7.5 eV Å⁻¹
LUMO level   -7.2706 eV
Orbital gap   1.90 eV
2S+1   1
DFT total energy   -173518.3713 eV
Net charge   +1

Atomic partial charges in e from the Mulliken method, atoms 1 to 99: atom 1 (Cd): 0.29, atom 2 (Ag): 1.00, atom 3 (S): 0.47, atom 4 (S): 0.48, atom 5 (S): 0.49, atom 6 (S): 0.50, atom 7 (S): 0.50, atom 8 (S): 0.49, atom 9 (S): 0.49, atom 10 (S): 0.49, atom 11 (S): 0.49, atom 12 (S): 0.49, atom 13 (O): -0.59, atom 14 (O): -0.61, atom 15 (O): -0.51, atom 16 (O): -0.68, atom 17 (O): -0.61, atom 18 (O): -0.58, atom 19 (O): -0.61, atom 20 (O): -0.59, atom 21 (O): -0.66, atom 22 (O): -0.60, atom 23 (O): -0.61, atom 24 (O): -0.60, atom 25 (O): -0.61, atom 26 (O): -0.49, atom 27 (C): -0.88, atom 28 (C): -0.17, atom 29 (C): -0.98, atom 30 (C): -0.83, atom 31 (C): -0.97, atom 32 (C): -0.37, atom 33 (C): -0.89, atom 34 (C): 0.33, atom 35 (C): -0.89, atom 36 (C): -0.84, atom 37 (C): -1.00, atom 38 (C): -0.90, atom 39 (C): -0.93, atom 40 (C): -0.96, atom 41 (C): 0.43, atom 42 (C): 0.44, atom 43 (C): -0.93, atom 44 (C): -0.97, atom 45 (C): -0.83, atom 46 (C): -0.91, atom 47 (C): -0.87, atom 48 (C): -0.91, atom 49 (C): -0.87, atom 50 (C): -0.91, atom 51 (C): 0.47, atom 52 (C): -0.95, atom 53 (H): 0.36, atom 54 (H): 0.33, atom 55 (H): 0.31, atom 56 (H): 0.37, atom 57 (H): 0.33, atom 58 (H): 0.30, atom 59 (H): 0.34, atom 60 (H): 0.31, atom 61 (H): 0.31, atom 62 (H): 0.29, atom 63 (H): 0.31, atom 64 (H): 0.31, atom 65 (H): 0.33, atom 66 (H): 0.30, atom 67 (H): 0.34, atom 68 (H): 0.34, atom 69 (H): 0.30, atom 70 (H): 0.37, atom 71 (H): 0.32, atom 72 (H): 0.32, atom 73 (H): 0.33, atom 74 (H): 0.30, atom 75 (H): 0.34, atom 76 (H): 0.33, atom 77 (H): 0.32, atom 78 (H): 0.28, atom 79 (H): 0.30, atom 80 (H): 0.37, atom 81 (H): 0.35, atom 82 (H): 0.31, atom 83 (H): 0.37, atom 84 (H): 0.34, atom 85 (H): 0.27, atom 86 (H): 0.31, atom 87 (H): 0.30, atom 88 (H): 0.47, atom 89 (H): 0.32, atom 90 (H): 0.35, atom 91 (H): 0.28, atom 92 (H): 0.34, atom 93 (H): 0.36, atom 94 (H): 0.45, atom 95 (H): 0.33, atom 96 (H): 0.38, atom 97 (H): 0.33, atom 98 (H): 0.31, atom 99 (H): 0.33

***

Energy above the lowest of the compared OMol25 structures with the same formula, charge and spin for every record listed, in sequence, given in kcal/mol: 0.0 3.1 43.4.